Entry 1:
7
Properties=species:S:1:pos:R:3:forces:R:3 method="wB97M-V/def2-TZVPD" homo_ev=-9.86 multiplicity=1 homo_lumo_gap_ev=9.291 e_lumo_ev=-0.57
O 0.0125 2.0308 0.6145 0.647 1.916 -0.174
I -2.0740 -1.3722 -0.3588 -0.569 -0.829 -0.719
F 2.1686 -0.5443 -1.0427 0.202 0.319 -0.234
N -1.3246 0.1307 0.5755 -0.872 -0.148 0.790
H 0.9177 -1.1156 0.0689 -0.516 -0.607 0.606
O 0.9718 -0.2505 -0.3331 1.218 -0.298 -0.776
C -0.6720 1.1211 0.4757 -0.109 -0.353 0.506

Entry 2:
7
Properties=species:S:1:pos:R:3:forces:R:3 method="wB97M-V/def2-TZVPD" homo_ev="-10.17 / -8.30" multiplicity=1 homo_lumo_gap_ev="10.081 / 6.359" e_lumo_ev="-0.09 / -1.94"
O -2.0734 1.7006 -1.8360 0.129 -0.149 0.259
F 0.5509 -1.7446 1.5165 -0.138 -0.081 0.308
I 2.5611 0.3021 1.0672 -0.067 -0.028 0.003
O -1.0699 0.6653 -0.1799 -0.388 0.323 -0.326
N -1.8907 1.3428 -0.7199 0.198 -0.128 0.069
H 0.6829 -1.0856 -0.3845 0.035 0.052 -0.085
C 1.2390 -1.1806 0.5365 0.232 0.009 -0.228

Entry 3:
8
Properties=species:S:1:pos:R:3:forces:R:3 method="wB97M-V/def2-TZVPD" homo_ev=-4.18 total_charge=-1 multiplicity=1 homo_lumo_gap_ev=7.577 e_lumo_ev=3.39
C 1.9203 -1.5222 -0.5324 0.311 1.000 -0.557
O -1.8416 0.5893 1.9120 0.488 0.806 -1.016
S -1.0136 1.2974 0.8908 -1.222 -0.467 1.889
N 2.2110 -2.1977 0.3403 -0.008 -0.808 0.621
O -2.0047 1.1954 -0.5959 -1.683 0.886 2.465
F 1.8216 -0.7347 -1.5200 -0.369 -0.147 0.059
H -1.2454 0.9110 -1.0057 2.463 -1.339 -2.773
O 0.1524 0.4614 0.5108 0.021 0.069 -0.688

Entry 4:
8
Properties=species:S:1:pos:R:3:forces:R:3 method="wB97M-V/def2-TZVPD" homo_ev=-6.59 total_charge=-1 multiplicity=1 homo_lumo_gap_ev=10.654 e_lumo_ev=4.06
C -0.4146 1.6348 1.7157 0.307 -0.783 0.582
N -0.2577 1.0734 2.7160 -0.532 0.704 -0.382
S -0.0967 1.9931 -0.0180 1.653 0.425 0.656
O 1.3377 1.9817 0.0580 0.340 0.419 -0.062
O -0.7448 3.1871 -0.3872 -0.792 1.935 0.049
F 0.3928 -1.3125 -0.0527 0.046 1.120 0.472
O -0.6297 0.8544 -0.6812 -0.986 -1.873 -0.529
H 0.1831 -0.3434 -0.0157 -0.036 -1.946 -0.786

Which value of multiplicity does entry 1 give?
1

What is the multiplicity in the third record?
1